The following is a DFT calculation (ωB97M-V with the def2-TZVPD basis set) of a single C23H22N2O3 molecule.

E_HOMO in Ha: -0.2839
SMILES: COc1ccc(/C=C/C(=O)N(Cc2ccccc2)c2ccccn2)cc1OC
Charge: 0
Energy relative to the best compared isomer or geometry (same formula, charge and spin) in eV: 3.220
LUMO in eV: 0.60
2S+1: 1

XYZ file:
```
50
Properties=species:S:1:pos:R:3:nbo_charge:R:1
O 5.404 1.198 -3.170 -0.481
O 4.865 1.897 -0.740 -0.494
O -3.230 0.365 -1.981 -0.594
N -0.650 -1.320 0.443 -0.449
N -2.397 0.164 0.115 -0.470
C 5.765 0.843 -4.481 -0.251
C 3.073 0.641 -3.623 -0.291
C -5.164 -1.349 3.680 -0.206
C -3.704 0.459 0.686 -0.248
C 0.292 -1.850 1.199 0.055
C 3.800 1.476 -1.479 0.327
C -1.280 0.081 2.270 -0.279
C 4.643 2.276 0.594 -0.252
C -1.415 -0.362 0.951 0.389
C 0.120 0.880 -1.308 -0.140
C 4.099 1.088 -2.806 0.256
C -0.294 -0.487 3.053 -0.155
C -0.893 0.159 -1.796 -0.250
C -4.467 -2.977 2.067 -0.217
C 0.520 -1.472 2.512 -0.282
C 1.462 0.946 -1.855 -0.091
C -4.050 -1.965 1.224 -0.154
C -4.738 -0.336 2.839 -0.209
C 2.496 1.412 -1.031 -0.286
C -2.265 0.209 -1.259 0.677
C 1.772 0.565 -3.153 -0.186
C -5.025 -2.672 3.298 -0.217
C -4.177 -0.634 1.605 -0.055
H 5.255 1.467 -5.222 0.176
H 1.300 -1.937 3.094 0.221
H 2.253 1.706 -0.022 0.215
H 3.277 0.347 -4.640 0.221
H -3.617 -2.204 0.263 0.213
H -0.159 -0.162 4.074 0.218
H -0.794 -0.407 -2.710 0.220
H -5.602 -1.105 4.637 0.212
H 3.970 3.138 0.664 0.174
H -5.351 -3.463 3.957 0.213
H 6.839 1.012 -4.546 0.201
H 0.883 -2.621 0.722 0.196
H -4.384 0.555 -0.169 0.270
H 4.236 1.449 1.186 0.174
H 5.621 2.552 0.987 0.201
H 5.552 -0.211 -4.687 0.175
H -4.847 0.696 3.143 0.207
H -4.359 -4.008 1.763 0.214
H -3.678 1.421 1.210 0.196
H -1.918 0.855 2.664 0.223
H 0.995 0.226 -3.819 0.212
H -0.034 1.457 -0.403 0.199
```

The following is a DFT calculation (ωB97M-V with the def2-TZVPD basis set) of a single C5H8O molecule.

E_HOMO in Ha: -0.3512
SMILES: C1OC[C@H]2C[C@@H]12
Charge: 0
Energy relative to the best compared isomer or geometry (same formula, charge and spin) in eV: 1.416
LUMO in eV: 1.14
2S+1: 1

XYZ file:
```
14
Properties=species:S:1:pos:R:3:nbo_charge:R:1
O -1.666 -0.039 0.293 -0.530
C 0.628 0.428 0.643 -0.255
C -0.784 0.956 0.797 -0.068
C 0.525 -0.858 -0.120 -0.259
C -0.945 -0.990 -0.486 -0.069
C 1.222 0.325 -0.730 -0.411
H -1.326 -1.996 -0.276 0.190
H 0.712 0.812 -1.560 0.210
H -0.925 1.907 0.261 0.169
H 1.076 -1.738 0.197 0.225
H 2.306 0.330 -0.804 0.220
H -1.113 -0.781 -1.552 0.166
H -1.019 1.131 1.854 0.186
H 1.307 0.512 1.484 0.225
```

The following is a DFT calculation (ωB97M-V with the def2-TZVPD basis set) of 2 unconnected molecules or ions with the total composition C3H4I2O.

E_HOMO in Ha: -0.3397
SMILES: C=CI.O=CI
Charge: 0
Energy relative to the best compared isomer or geometry (same formula, charge and spin) in eV: 1.048
LUMO in eV: 0.14
2S+1: 1

XYZ file:
```
10
Properties=species:S:1:pos:R:3:nbo_charge:R:1
I -0.690 2.457 0.106 0.125
I -3.281 -0.806 0.307 0.023
O -0.897 -1.717 -1.168 -0.491
C 0.624 0.882 -0.390 -0.352
C 1.608 0.505 0.401 -0.418
C -1.246 -1.301 -0.123 0.301
H 1.790 0.962 1.361 0.210
H 2.275 -0.291 0.109 0.216
H -0.623 -1.155 0.761 0.164
H 0.440 0.464 -1.365 0.223
```